(1)
Below is a cluster of 2 separate species, C4H12O in total, with properties calculated with the ωB97M-V functional and the def2-TZVPD basis.

Element x y z (Å)
C  2.420  -0.590  0.224
C  1.197  -1.483  -0.042
O  1.492  -2.879  0.017
H  2.445  0.201  -0.535
H  3.344  -1.152  0.304
H  2.301  -0.063  1.178
H  0.433  -1.345  0.710
H  0.839  -1.253  -1.062
H  2.221  -3.059  -0.602
C  -1.903  0.703  -0.088
C  -2.304  2.189  0.030
H  -1.525  0.473  -1.070
H  -1.058  0.553  0.576
H  -2.724  0.052  0.186
H  -1.800  2.761  -0.746
H  -2.007  2.574  1.012
H  -3.371  2.317  -0.091

Summary:
Orbital gap, eV: 11.19
LUMO energy, eV: 0.97
Total charge: 0
Structure (SMILES): CCO.CC
E_HOMO, eV: -10.22
Relative energy (zero: lowest compared OMol25 entry of this formula, charge and spin), eV: 0.7032

Here are the natural (NBO) charges for atoms 1 to 8, given in e: number 1, C, carries -0.651; number 2, C, carries -0.062; number 3, O, carries -0.718; number 4, H, carries 0.209; number 5, H, carries 0.216; number 6, H, carries 0.212; number 7, H, carries 0.183; number 8, H, carries 0.153



(2)
Below is a cluster of 2 separate species, CH9N2 in total, with properties calculated with the ωB97M-V functional and the def2-TZVPD basis.

Element x y z (Å)
N  -2.049  -0.136  0.479
H  -1.772  0.079  1.442
H  -2.701  -0.908  0.562
H  -0.123  0.639  0.169
H  -2.551  0.690  0.171
C  1.413  -0.634  -0.584
N  0.882  0.663  -0.048
H  1.890  -1.228  0.184
H  0.585  -1.198  -1.014
H  2.112  -0.382  -1.379
H  0.943  1.412  -0.797
H  1.371  1.003  0.816

Summary:
Orbital gap (spin up / spin down), eV: 4.57 / 11.75
2S+1: 2
LUMO energy (spin up / spin down), eV: 1.17 / 0.77
Total charge: 0
<S²>: 0.751
E_HOMO (spin up / spin down), eV: -3.40 / -10.98
Relative energy (zero: lowest compared OMol25 entry of this formula, charge and spin), eV: 0.1327

Here are the natural (NBO) charges for atoms 1 to 8, given in e: number 1, N, carries -1.119; number 2, H, carries 0.354; number 3, H, carries 0.370; number 4, H, carries 0.414; number 5, H, carries 0.365; number 6, C, carries -0.489; number 7, N, carries -1.105; number 8, H, carries 0.220



(3)
Below is the molecule C20H27N3O, with properties calculated with the ωB97M-V functional and the def2-TZVPD basis.

Element x y z (Å)
O  2.347  -1.931  0.181
C  2.519  -0.737  0.296
C  1.386  0.223  0.627
N  0.131  -0.450  0.868
C  -0.459  -0.996  -0.340
C  -1.710  -1.805  0.016
N  -2.712  -1.038  0.736
C  -3.545  -0.204  -0.135
C  -4.666  -1.095  -0.692
C  -5.566  -0.329  -1.655
C  -6.185  0.877  -0.958
C  -5.085  1.767  -0.393
C  -4.190  0.990  0.571
C  -2.071  -0.441  1.889
C  -0.834  0.397  1.542
C  3.864  -0.136  0.125
C  4.116  1.249  0.195
C  5.382  1.761  0.040
C  6.446  0.886  -0.190
C  7.842  1.049  -0.387
C  8.366  -0.198  -0.564
N  7.378  -1.136  -0.489
C  6.187  -0.508  -0.260
C  4.913  -1.020  -0.107
H  1.313  0.963  -0.195
H  1.666  0.759  1.539
H  0.267  -1.655  -0.816
H  -0.718  -0.188  -1.054
H  -2.146  -2.218  -0.894
H  -1.408  -2.633  0.662
H  -2.958  0.189  -0.984
H  -4.236  -1.959  -1.201
H  -5.252  -1.468  0.149
H  -6.350  -0.989  -2.032
H  -4.977  0.011  -2.511
H  -6.802  1.443  -1.659
H  -6.828  0.534  -0.144
H  -5.525  2.620  0.129
H  -4.479  2.157  -1.215
H  -4.790  0.630  1.409
H  -3.427  1.667  0.958
H  -2.786  0.153  2.456
H  -1.741  -1.270  2.522
H  -0.387  0.779  2.464
H  -1.123  1.262  0.913
H  3.301  1.932  0.372
H  5.556  2.825  0.096
H  8.381  1.975  -0.395
H  9.385  -0.488  -0.740
H  7.503  -2.129  -0.585
H  4.707  -2.079  -0.159

Summary:
Orbital gap, eV: 8.30
LUMO energy, eV: 0.45
Total charge: 0
Structure (SMILES): O=C(CN1CCN(C2CCCCC2)CC1)c1ccc2cc[nH]c2c1
E_HOMO, eV: -7.85
Relative energy (zero: lowest compared OMol25 entry of this formula, charge and spin), eV: 0.4168

Here are the natural (NBO) charges for atoms 1 to 8, given in e: number 1, O, carries -0.548; number 2, C, carries 0.583; number 3, C, carries -0.320; number 4, N, carries -0.434; number 5, C, carries -0.256; number 6, C, carries -0.210; number 7, N, carries -0.456; number 8, C, carries -0.040



(4)
Below is a cluster of 5 separate species, C42H56BCl2NO21PS2Si in total, with properties calculated with the ωB97M-V functional and the def2-TZVPD basis.

Element x y z (Å)
C  1.456  1.811  4.736
C  0.475  2.250  3.478
O  0.013  1.123  2.651
B  0.166  1.434  1.189
O  -0.152  2.738  0.571
C  0.799  0.203  0.241
O  1.016  0.596  -1.159
C  1.156  -0.740  -1.839
P  -0.617  -1.130  -2.363
S  -1.155  0.297  -3.632
C  2.102  -1.812  -1.127
C  2.833  -2.636  -2.376
C  1.827  -3.435  -3.382
C  2.842  -4.062  -4.565
C  3.394  -5.559  -4.065
O  4.634  -5.483  -3.271
C  1.534  -3.000  -0.183
C  0.152  -3.751  -0.460
O  -0.961  -3.098  0.306
Si  -2.426  -4.061  0.244
C  -2.848  -4.816  -1.476
C  -2.527  -5.415  1.664
C  -3.895  -2.819  0.645
N  3.110  -1.048  -0.229
C  4.393  -0.592  -0.807
Cl  5.730  -1.940  -1.000
C  4.398  0.485  -2.033
C  5.219  1.870  -1.556
Cl  5.477  -0.052  -3.500
C  2.373  -0.125  0.728
S  3.007  1.565  1.095
H  1.492  0.657  4.935
H  1.045  2.300  5.743
H  2.539  2.271  4.598
H  -0.442  2.828  3.976
H  1.072  3.078  2.874
H  -0.771  3.246  1.174
H  0.076  -0.700  0.406
H  1.705  -0.446  -2.866
H  -1.513  -1.012  -1.226
H  -0.837  -2.380  -3.036
H  3.592  -3.469  -1.983
H  3.454  -1.922  -3.062
H  1.340  -4.417  -2.919
H  1.076  -2.776  -3.989
H  3.808  -3.408  -4.699
H  2.277  -4.223  -5.589
H  2.592  -6.126  -3.421
H  3.648  -6.267  -4.994
H  4.455  -5.657  -2.288
H  1.522  -2.722  0.982
H  2.378  -3.851  -0.221
H  0.217  -4.851  0.001
H  -0.235  -3.856  -1.551
H  -4.024  -4.830  -1.660
H  -2.404  -4.129  -2.342
H  -2.384  -5.898  -1.631
H  -3.476  -6.114  1.518
H  -2.722  -4.803  2.668
H  -1.525  -6.017  1.773
H  -4.887  -3.398  0.963
H  -3.561  -2.012  1.423
H  -4.178  -2.261  -0.370
H  3.444  -1.824  0.431
H  4.986  -0.023  0.069
H  3.353  0.880  -2.375
H  4.508  2.698  -1.141
H  6.123  1.606  -0.822
H  5.752  2.353  -2.510
H  2.212  -0.671  1.779
H  2.733  2.517  0.101
C  2.998  5.663  -2.840
C  2.919  6.978  -3.050
C  2.641  7.924  -1.935
O  2.593  9.129  -2.155
C  2.427  7.363  -0.592
C  2.502  6.047  -0.382
C  2.808  5.104  -1.493
O  2.889  3.901  -1.266
O  2.300  5.512  0.877
O  3.093  7.510  -4.314
H  3.201  4.964  -3.642
H  2.208  8.060  0.207
H  2.409  4.542  0.769
H  2.990  8.481  -4.205
C  -4.333  4.486  3.846
C  -3.621  3.363  3.955
C  -3.736  2.488  5.155
O  -3.083  1.453  5.219
C  -4.641  2.914  6.234
C  -5.350  4.039  6.126
C  -5.256  4.899  4.914
O  -5.934  5.918  4.836
O  -6.201  4.446  7.137
O  -2.750  2.970  2.956
H  -4.261  5.131  2.978
H  -4.702  2.278  7.108
H  -6.599  5.286  6.821
H  -2.356  2.127  3.270
C  -9.167  1.208  9.964
C  -8.394  1.771  9.034
C  -8.681  1.601  7.583
O  -7.963  2.147  6.751
C  -9.831  0.767  7.201
C  -10.602  0.201  8.131
C  -10.331  0.394  9.582
O  -11.068  -0.124  10.414
O  -11.683  -0.586  7.779
O  -7.296  2.536  9.385
H  -8.971  1.325  11.023
H  -10.018  0.638  6.142
H  -12.081  -0.878  8.628
H  -6.902  2.832  8.536
C  4.962  -3.934  -8.161
C  5.750  -4.230  -9.196
C  6.276  -3.167  -10.097
O  7.014  -3.467  -11.029
C  5.876  -1.777  -9.829
C  5.085  -1.481  -8.796
C  4.582  -2.541  -7.879
O  3.871  -2.237  -6.927
O  4.703  -0.177  -8.540
O  6.109  -5.537  -9.469
H  4.575  -4.697  -7.497
H  6.251  -1.016  -10.502
H  4.134  -0.224  -7.741
H  6.683  -5.489  -10.264

Summary:
Orbital gap, eV: 6.81
LUMO energy, eV: -3.88
Total charge: +1
E_HOMO, eV: -10.69

Here are the Mulliken charges for atoms 1 to 8, given in e: number 1, C, carries -1.064; number 2, C, carries 0.338; number 3, O, carries -0.424; number 4, B, carries 0.736; number 5, O, carries -0.570; number 6, C, carries 0.020; number 7, O, carries -0.161; number 8, C, carries -0.939



(5)
Below is a structure of composition C43H56N4OSbTi, with properties calculated with the ωB97M-V functional and the def2-TZVPD basis.

Element x y z (Å)
Ti  -9.523  -2.026  19.724
C  -5.807  -2.999  17.191
C  -4.725  -2.674  18.034
C  -5.040  -2.087  19.261
C  -6.391  -1.830  19.657
N  -7.457  -2.216  18.838
C  -7.102  -2.810  17.638
C  -6.781  -1.313  20.950
C  -5.909  -0.743  21.903
C  -6.415  -0.163  23.047
C  -7.792  -0.195  23.286
C  -8.636  -0.832  22.341
N  -8.147  -1.460  21.203
C  -10.083  -0.764  22.430
C  -10.825  0.113  23.269
C  -12.181  -0.099  23.389
C  -12.812  -1.064  22.573
C  -12.061  -1.777  21.670
N  -10.723  -1.556  21.490
H  -5.624  -3.381  16.193
H  -3.687  -2.894  17.805
H  -4.275  -1.739  19.923
H  -7.925  -3.112  17.000
H  -4.867  -0.667  21.678
H  -5.736  0.244  23.775
H  -8.269  0.278  24.142
H  -10.288  0.820  23.852
H  -12.744  0.524  24.094
H  -13.895  -1.210  22.563
H  -12.513  -2.551  21.040
N  -10.802  -1.400  18.065
C  -12.141  -1.957  18.211
C  -13.244  -1.121  18.171
C  -14.559  -1.664  18.068
C  -14.718  -3.072  18.046
C  -13.595  -3.896  18.148
C  -12.273  -3.361  18.243
C  -11.181  -4.237  18.576
C  -11.227  -5.574  18.220
C  -10.247  -6.495  18.615
C  -9.265  -6.106  19.544
C  -9.202  -4.775  19.916
C  -10.109  -3.828  19.437
H  -10.725  -0.374  18.140
H  -10.395  -1.649  17.163
H  -13.102  -0.025  18.181
H  -15.425  -0.983  18.018
H  -15.688  -3.583  17.984
H  -13.721  -4.975  18.183
H  -12.011  -5.919  17.556
H  -10.213  -7.523  18.248
H  -8.579  -6.820  19.976
H  -8.431  -4.451  20.624
C  -13.675  -2.711  13.914
C  -12.641  -3.767  13.548
C  -12.774  -5.068  14.324
C  -12.450  -3.990  12.051
Sb  -10.582  -2.810  14.158
C  -8.692  -4.114  13.632
C  -7.470  -3.222  13.476
C  -8.956  -4.798  12.285
C  -8.623  -5.054  14.868
C  -10.314  -0.581  13.592
C  -11.532  0.084  14.241
C  -10.332  -0.543  12.059
C  -8.994  -0.189  14.200
H  -14.696  -3.159  13.782
H  -13.630  -1.832  13.218
H  -13.603  -2.410  14.968
H  -13.787  -5.506  14.267
H  -12.593  -4.951  15.407
H  -12.050  -5.831  13.943
H  -13.424  -4.260  11.616
H  -11.806  -4.872  11.823
H  -12.067  -3.108  11.521
H  -7.591  -2.499  12.653
H  -6.617  -3.897  13.279
H  -7.265  -2.653  14.398
H  -9.255  -4.100  11.485
H  -9.663  -5.651  12.319
H  -8.013  -5.256  11.916
H  -8.218  -4.519  15.746
H  -7.871  -5.815  14.621
H  -9.556  -5.550  15.153
H  -12.417  -0.032  13.621
H  -11.330  1.166  14.340
H  -11.718  -0.225  15.283
H  -11.249  -0.991  11.612
H  -9.419  -1.003  11.646
H  -10.240  0.513  11.729
H  -8.854  -0.522  15.248
H  -8.899  0.903  14.215
H  -8.165  -0.603  13.610
C  -7.522  2.773  18.876
C  -8.876  3.249  19.381
C  -9.561  1.988  19.857
O  -9.028  0.952  18.972
C  -7.866  1.427  18.220
H  -6.879  2.606  19.739
H  -6.990  3.457  18.219
H  -9.478  3.646  18.524
H  -8.836  4.017  20.147
H  -10.653  1.969  19.816
H  -9.266  1.721  20.887
H  -8.173  1.573  17.148
H  -7.054  0.679  18.307

Summary:
Orbital gap (spin up / spin down), eV: 5.04 / 6.04
2S+1: 3
LUMO energy (spin up / spin down), eV: -2.90 / -2.90
Total charge: +1
<S²>: 2.036
E_HOMO (spin up / spin down), eV: -7.94 / -8.94
Relative energy (zero: lowest compared OMol25 entry of this formula, charge and spin), eV: 0.0000

Here are the Mulliken charges for atoms 1 to 8, given in e: number 1, Ti, carries -0.396; number 2, C, carries -0.411; number 3, C, carries -0.993; number 4, C, carries -1.011; number 5, C, carries -0.179; number 6, N, carries 1.162; number 7, C, carries -0.350; number 8, C, carries 0.731



| no. | maximum force (eV/A) |
| --- | --- |
| 1 | 1.204 |
| 2 | 0.743 |
| 3 | 0.758 |
| 4 | 4.811 |
| 5 | 3.024 |